Molecular formula: C3H7ClN3O
Method: DFT, ωB97M-V with the def2-TZVPD basis set

Each atom is followed by the atoms it is bonded to, with distances in Å.
Cartesian coordinates (Å):
1 C -0.114 -0.554 -0.967  N5 1.463, N6 1.612, O7 1.359, H9 1.049
2 C -1.509 0.697 0.546  N4 1.342, N6 1.334, Cl8 1.647
3 C 1.739 0.046 0.773  N5 1.503, H10 1.041, H11 1.065, H12 1.049
4 N -0.639 -0.100 1.184  C2 1.342, N5 1.430, H13 1.053
5 N 0.438 -0.601 0.386  C1 1.463, C3 1.503, N4 1.430
6 N -1.171 0.643 -0.743  C1 1.612, C2 1.334, H14 1.062
7 O 0.826 -0.595 -1.947  C1 1.359, H15 0.919
8 Cl -2.766 1.577 1.145  C2 1.647
9 H -0.792 -1.346 -1.083  C1 1.049
10 H 2.263 0.137 -0.122  C3 1.041
11 H 1.500 0.941 1.299  C3 1.065
12 H 2.157 -0.722 1.353  C3 1.049
13 H -0.550 -0.139 2.232  N4 1.053
14 H -1.750 1.119 -1.495  N6 1.062
15 H 0.368 -1.104 -2.560  O7 0.919

The value obtained for the LUMO energy is -3.688 eV. Its SMILES is CN1NC(Cl)=[NH+][C@H]1O. Its total charge is +1. The maximum force comes out at 3.9 eV/A. For the relative energy (zero: lowest compared OMol25 entry of this formula, charge and spin), the calculation gives 45.9 kcal per mole.

These are the Mulliken partial charges, in e, on atoms 1 to 2:
1 C 0.076
2 C 0.503